*i*
DFT (ωB97M-V/def2-TZVPD) results for a structure of composition C29H67CsN5O4PSSi5Te.

Summary:
Charge ... -2
Kohn-Sham gap ... 5.63 eV
E_HOMO ... -2.10 eV

Element x y z (Å)
Cs1 0.22075 -0.06971 0.73603
C1 -0.74618 -0.29190 -5.26015
C2 -0.10398 -1.60428 -5.02738
N1 0.20982 -2.45857 -5.95103
N2 0.82584 -3.47145 -5.26433
C3 0.92462 -3.25846 -3.93853
S1 1.72571 -4.15019 -2.78914
N3 0.26241 -2.06576 -3.78744
N4 0.14879 -1.33080 -2.60820
H1 -0.74638 -0.08946 -6.32868
H2 -0.19667 0.48770 -4.73141
H3 -1.76983 -0.29332 -4.88982
H4 1.23511 -4.24923 -5.74656
H5 0.94552 -1.60563 -2.03197
H6 -0.70798 -1.59047 -2.08304
C4 -2.13864 1.36755 4.18071
Si1 -0.99007 2.85563 3.89539
C5 -1.61067 4.14188 5.15828
C6 0.67255 2.26971 4.58217
C7 -0.90843 3.47011 2.20090
Si2 0.62698 4.24508 1.64764
C8 1.33395 5.56290 2.82526
C9 0.51024 5.19158 0.00393
C10 1.99107 2.97274 1.33601
Si3 -2.39822 3.78980 1.28213
C11 -3.95362 2.86907 1.84733
C12 -2.99460 5.60178 1.21731
C13 -2.29747 3.28473 -0.57674
C14 -3.17036 3.83240 -1.52398
C15 -3.15192 3.39389 -2.83553
C16 -2.25473 2.39843 -3.18786
C17 -1.41743 1.90007 -2.20151
N5 -1.42413 2.32701 -0.93974
H7 -1.88788 0.89048 5.13362
H8 -2.03112 0.61420 3.39505
H9 -3.19140 1.65242 4.21550
H10 -1.66860 3.73661 6.17429
H11 -2.60612 4.50063 4.87705
H12 -0.94231 5.00805 5.17052
H13 0.57665 2.08842 5.65774
H14 1.47884 2.99254 4.43987
H15 0.99762 1.32531 4.13678
H16 0.62371 6.39246 2.90004
H17 2.28386 5.95920 2.45118
H18 1.50167 5.18311 3.83552
H19 -0.14538 6.06319 0.06998
H20 0.15408 4.55759 -0.81068
H21 1.51040 5.54972 -0.26262
H22 2.01497 2.22676 2.13404
H23 3.00007 3.37804 1.22303
H24 1.73490 2.46484 0.39970
H25 -4.25891 3.19133 2.84689
H26 -3.80398 1.78869 1.86839
H27 -4.77672 3.07899 1.15735
H28 -3.06134 5.96610 2.24676
H29 -3.98128 5.71983 0.75778
H30 -2.29041 6.24599 0.68617
H31 -3.86882 4.60134 -1.21807
H32 -3.83121 3.81166 -3.57037
H33 -2.20811 2.01072 -4.19736
H34 -0.71147 1.10731 -2.43537
C18 3.25028 0.58550 -2.04682
C19 3.70395 -0.77301 -1.55479
O1 2.95596 -1.11406 -0.38783
P1 3.56783 -1.52120 1.06991
O2 2.43846 -1.22695 2.00055
Te1 5.67946 -0.50931 1.41488
O3 3.68094 -3.12410 0.98695
C20 4.85401 -3.87125 0.68486
C21 5.15390 -3.90087 -0.79944
H35 3.79031 0.85527 -2.95755
H36 3.45086 1.34120 -1.28588
H37 2.18088 0.58697 -2.27151
H38 4.76881 -0.74707 -1.31207
H39 3.52638 -1.55693 -2.29765
H40 4.64860 -4.87653 1.05675
H41 5.69876 -3.45549 1.23999
H42 4.27280 -4.19996 -1.36812
H43 5.96125 -4.61048 -0.99832
H44 5.47828 -2.91704 -1.14053
C22 0.24586 -1.63874 4.46841
O4 1.57981 -1.21888 4.59961
H45 0.16375 -2.69544 4.18446
H46 -0.32900 -1.05205 3.73778
H47 -0.24378 -1.50317 5.43445
H48 2.00682 -1.26970 3.72270
C23 -5.29973 -2.76952 -1.07413
Si4 -3.86556 -1.51989 -1.22933
C24 -4.64044 0.13656 -0.75952
C25 -3.55298 -1.41314 -3.10105
C26 -2.35506 -1.85813 -0.30165
Si5 -1.82003 -3.56159 -0.02924
C27 -1.90648 -4.55596 -1.64344
C28 -2.85059 -4.59012 1.20008
C29 -0.05907 -3.71651 0.64691
H49 -6.16221 -2.46352 -1.67669
H50 -5.62276 -2.84682 -0.03197
H51 -5.00120 -3.77048 -1.39884
H52 -5.50705 0.36410 -1.38911
H53 -3.92334 0.95378 -0.86380
H54 -4.97710 0.12857 0.28074
H55 -2.99275 -0.49151 -3.28005
H56 -4.47719 -1.36794 -3.68558
H57 -2.95793 -2.25854 -3.46054
H58 -2.37486 -1.28376 0.63676
H59 -2.94085 -4.63590 -1.99175
H60 -1.51832 -5.56833 -1.49953
H61 -1.31785 -4.09681 -2.44014
H62 -3.89266 -4.65416 0.87526
H63 -2.84163 -4.11986 2.18811
H64 -2.45921 -5.60750 1.30832
H65 0.70334 -3.29318 -0.01277
H66 0.19922 -4.77210 0.78119
H67 0.04948 -3.24040 1.62782


*ii*
DFT (ωB97M-V/def2-TZVPD) results for a structure of composition C29H67CsN5O4PSSi5Te.

Summary:
Charge ... -2
Kohn-Sham gap ... 5.47 eV
E_HOMO ... -1.83 eV

Element x y z (Å)
Cs1 1.24343 0.40081 0.72578
C1 -5.14485 0.79609 -0.68284
C2 -4.43318 1.78220 0.16292
N1 -4.94241 2.87336 0.64549
N2 -3.90583 3.42459 1.35377
C3 -2.75536 2.72794 1.28944
S1 -1.27931 3.12630 1.96083
N3 -3.11658 1.64783 0.53181
N4 -2.22822 0.65446 0.15533
H1 -6.12825 1.19448 -0.92373
H2 -5.25487 -0.14927 -0.14907
H3 -4.58807 0.60473 -1.60196
H4 -4.00710 4.30205 1.82675
H5 -2.28295 -0.19928 0.74655
H6 -2.40230 0.40887 -0.81542
C4 4.37670 -1.01107 -1.10143
Si1 3.24867 -0.67034 -2.58048
C5 4.34937 -1.03035 -4.09063
C6 1.99668 -2.08908 -2.56031
C7 2.49971 0.98249 -2.57319
Si2 3.46642 2.36085 -1.90981
C8 5.21868 2.54784 -2.62317
C9 3.77450 2.37527 -0.03488
C10 2.65539 4.05445 -2.17405
Si3 1.59103 1.42357 -4.05383
C11 0.59382 0.04853 -4.88176
C12 2.61749 2.15237 -5.48222
C13 0.25753 2.77588 -3.73741
C14 0.20320 3.99439 -4.41946
C15 -0.72888 4.95464 -4.06474
C16 -1.60654 4.68263 -3.02794
C17 -1.53090 3.43691 -2.42701
N5 -0.64196 2.50718 -2.77167
H7 4.82147 -2.00716 -1.18308
H8 3.84690 -0.97935 -0.14532
H9 5.19386 -0.28474 -1.04954
H10 4.75899 -2.04591 -4.05975
H11 5.18446 -0.32351 -4.13000
H12 3.78539 -0.92331 -5.02326
H13 2.49881 -3.04229 -2.36628
H14 1.46564 -2.17879 -3.51037
H15 1.24570 -1.94996 -1.77680
H16 5.81631 1.65663 -2.40512
H17 5.73910 3.41436 -2.20116
H18 5.18519 2.65930 -3.71153
H19 4.35979 1.51519 0.30082
H20 2.83978 2.38182 0.52792
H21 4.32454 3.28020 0.23906
H22 2.54630 4.32061 -3.22773
H23 3.26089 4.83169 -1.69640
H24 1.65821 4.07938 -1.72378
H25 1.24407 -0.70572 -5.33444
H26 -0.03732 0.47219 -5.66859
H27 -0.05008 -0.45923 -4.16222
H28 3.44974 1.47261 -5.68837
H29 3.05313 3.12254 -5.22443
H30 2.03852 2.27003 -6.40508
H31 0.92050 4.19451 -5.20604
H32 -0.76227 5.90904 -4.57839
H33 -2.33951 5.40578 -2.69489
H34 -2.21753 3.16560 -1.63202
C18 -1.16405 0.20152 4.77156
C19 0.27496 0.41026 5.17561
O1 1.12601 0.32936 4.02372
P1 2.26330 -0.82593 3.85395
O2 2.59673 -0.77893 2.40075
Te1 1.61840 -2.85432 4.87568
O3 3.53625 -0.15824 4.61032
C20 4.02029 -0.45586 5.90904
C21 3.52107 0.55193 6.92641
H35 -1.81241 0.28523 5.64864
H36 -1.28954 -0.79593 4.34822
H37 -1.47318 0.94176 4.03226
H38 0.56988 -0.33820 5.91327
H39 0.42855 1.40496 5.60407
H40 5.11071 -0.42180 5.84284
H41 3.72814 -1.46828 6.19477
H42 3.76193 1.56907 6.61229
H43 3.98645 0.36469 7.89797
H44 2.43986 0.47521 7.04482
C22 -2.30762 -1.27457 -2.73090
O4 -2.57387 0.11534 -2.85469
H45 -1.64304 -1.49580 -1.88978
H46 -1.87294 -1.68718 -3.64562
H47 -3.26329 -1.76499 -2.54461
H48 -1.73616 0.62755 -2.85577
C23 -4.29662 -0.48678 2.97774
Si4 -3.74239 -2.19299 2.31282
C24 -5.01751 -2.77287 1.01889
C25 -4.14267 -3.33606 3.78601
C26 -2.08111 -2.14023 1.62551
Si5 -1.30553 -3.66996 1.03654
C27 -1.54712 -5.21629 2.12103
C28 -1.97679 -4.22878 -0.65418
C29 0.58082 -3.55317 0.85995
H49 -5.22731 -0.13405 2.51916
H50 -3.52872 0.27123 2.80823
H51 -4.46989 -0.53300 4.05753
H52 -6.04318 -2.49538 1.28484
H53 -4.98825 -3.86469 0.93490
H54 -4.78305 -2.36496 0.03140
H55 -5.15169 -3.13187 4.16389
H56 -3.43349 -3.18185 4.60495
H57 -4.09352 -4.39110 3.50303
H58 -1.39553 -1.64505 2.32757
H59 -2.60215 -5.49214 2.22253
H60 -1.15383 -5.01965 3.12340
H61 -1.00988 -6.07624 1.70507
H62 -3.06895 -4.16972 -0.69401
H63 -1.68470 -5.26247 -0.86988
H64 -1.57939 -3.59857 -1.45421
H65 1.06349 -4.37675 1.39237
H66 0.98647 -2.64052 1.30097
H67 0.90036 -3.59572 -0.18573


Most stable: *i*


*i*
DFT (ωB97M-V/def2-TZVPD) results for the molecule C3H5OP.

Summary:
Kohn-Sham gap ... 10.39 eV
E_HOMO ... -9.63 eV
SMILES ... C#C[P@@H](C)=O

Element x y z (Å)
C1 -1.46853 -2.18455 1.19218
C2 -0.74154 -1.24730 1.04807
C3 -0.09477 1.06680 -0.44061
O1 0.29725 0.95069 2.33586
P1 0.37570 0.07016 0.98003
H1 -2.10400 -2.89551 1.49425
H2 -0.15132 2.15817 -0.13995
H3 0.52478 0.89296 -1.35514
H4 -1.11251 0.74574 -0.67524
H5 1.47009 -0.65464 1.10192


*ii*
DFT (ωB97M-V/def2-TZVPD) results for a cluster of 2 separate species, C3H5OP in total.

Summary:
Kohn-Sham gap (alpha / beta) ... 9.19 / 9.16 eV
E_HOMO (alpha / beta) ... -10.85 / -9.00 eV

Element x y z (Å)
C1 1.32014 2.03432 -0.24522
C2 0.91381 0.93747 0.02373
C3 -1.02850 -0.78733 -0.71898
O1 1.42156 -1.74762 0.17366
P1 0.40946 -0.73755 0.46556
H1 1.79640 3.06356 -0.20588
H2 -1.62920 0.10705 -0.66614
H3 -0.55514 -0.62933 -1.65094
H4 -1.53666 -1.84346 -0.68243
H5 -1.11188 -0.39712 3.50664


Most stable: *i*